[1]
Here is C4H3NOS2 in the gas phase at a distorted geometry from OMol25. Energies are from ωB97M-V/def2-TZVPD.

Computed properties:
SMILES ... C#CC(=S)O/C=N\S
HOMO level ... -9.4 eV
Kohn-Sham gap ... 8.16 eV

```
! RIJCOSX wB97M-V def2-TZVPD def2/J DEFGRID3
* xyz 0 1
C -1.92 2.55 -0.16
C -1.79 1.29 0.15
C -1.39 -0.02 0.20
S -2.40 -1.22 -0.08
O -0.05 -0.02 0.16
C 0.89 -1.11 0.03
N 2.14 -1.02 -0.11
S 2.94 0.57 -0.04
H -2.19 3.64 -0.11
H 0.23 -2.05 -0.08
H 4.10 -0.24 0.40
*
```



[2]
Here is a molecular structure, C4HCl2CuF12NO6PS2 at a distorted geometry from OMol25. Energies are from ωB97M-V/def2-TZVPD.

Computed properties:
HOMO level (spin up / spin down) ... -7.6 / -7.6 eV
Kohn-Sham gap (spin up / spin down) ... 10.16 / 8.25 eV

```
! RIJCOSX wB97M-V def2-TZVPD def2/J DEFGRID3
* xyz -1 2
Cu 0.68 -0.34 -0.78
F -2.24 2.46 1.23
C -3.06 2.03 0.28
F -4.28 1.93 0.81
F -3.11 2.97 -0.66
S -2.47 0.37 -0.39
O -1.14 0.69 -0.89
O -3.44 -0.02 -1.34
N -2.48 -0.50 0.91
S -1.21 -1.10 1.60
O 0.04 -0.71 0.97
O -1.41 -2.44 2.02
C -1.10 -0.10 3.20
F -0.55 1.09 2.95
F -2.31 0.10 3.73
F -0.36 -0.71 4.12
F 2.67 -0.91 0.11
P 2.67 -2.59 0.01
F 1.86 -2.64 1.39
F 1.17 -2.47 -0.81
F 3.40 -2.45 -1.41
F 4.06 -2.63 0.78
F 2.59 -4.18 -0.14
Cl -0.12 2.93 -2.68
C 1.46 2.28 -2.24
Cl 1.54 2.02 -0.47
C 1.62 0.96 -3.06
O 2.08 1.08 -4.17
O 1.22 -0.12 -2.54
H 2.22 3.01 -2.52
*
```



[3]
Here is 2 unconnected molecules or ions with the total composition C59H75N4 at a distorted geometry from OMol25. Energies are from ωB97M-V/def2-TZVPD.

Computed properties:
HOMO level ... -7.9 eV
Kohn-Sham gap ... 3.67 eV

```
! RIJCOSX wB97M-V def2-TZVPD def2/J DEFGRID3
* xyz 1 1
C -3.62 3.43 -0.35
C -3.08 2.86 -1.65
C -3.83 1.56 -1.96
C -3.38 3.92 -2.73
C -1.55 2.58 -1.67
C -1.01 2.12 -2.87
C 0.35 1.91 -3.00
C 1.22 2.28 -1.97
C 0.75 2.78 -0.75
C 1.78 3.51 0.19
C 1.55 3.56 1.70
C 1.79 4.99 -0.22
C 3.16 2.90 -0.04
C -0.68 2.71 -0.57
N -1.22 2.47 0.72
C -1.66 1.24 1.17
C -1.63 0.06 0.42
C -2.46 -1.05 0.81
C -3.73 -0.80 1.40
C -4.39 -1.80 2.10
C -3.89 -3.11 2.08
C -2.75 -3.41 1.32
C -2.05 -2.40 0.67
N -1.80 1.37 2.54
C -1.93 0.32 3.49
C -1.05 -0.80 3.47
C 0.46 -0.83 3.03
C 0.92 -2.28 2.82
C 1.22 -0.21 4.22
C 0.88 -0.07 1.79
C -1.44 -1.94 4.20
C -2.30 -1.82 5.29
C -2.93 -0.60 5.49
C -2.93 0.40 4.50
C -4.08 1.45 4.70
C -5.38 0.67 5.00
C -4.43 2.38 3.55
C -3.73 2.31 5.91
C -1.62 2.71 2.88
C -1.32 3.38 1.76
H -3.08 4.33 -0.03
H -4.67 3.71 -0.50
H -3.61 2.68 0.44
H -3.56 1.16 -2.94
H -3.59 0.81 -1.19
H -4.91 1.74 -1.93
H -3.03 3.62 -3.72
H -4.45 4.12 -2.78
H -2.87 4.86 -2.47
H -1.68 1.92 -3.71
H 0.75 1.50 -3.92
H 2.28 2.17 -2.17
H 1.38 2.58 2.16
H 2.47 3.97 2.15
H 0.77 4.27 1.98
H 2.01 5.12 -1.29
H 0.82 5.45 0.00
H 2.56 5.53 0.36
H 3.57 3.16 -1.02
H 3.89 3.25 0.71
H 3.13 1.80 0.05
H -1.07 0.03 -0.50
H -4.15 0.21 1.28
H -5.33 -1.57 2.61
H -4.42 -3.89 2.62
H -2.42 -4.44 1.22
H -1.17 -2.61 0.05
H 0.25 -2.77 2.10
H 1.94 -2.32 2.40
H 0.93 -2.85 3.76
H 0.90 0.84 4.35
H 1.01 -0.76 5.14
H 2.30 -0.22 4.04
H 0.43 0.91 1.69
H 1.97 0.10 1.83
H 0.65 -0.63 0.88
H -1.03 -2.93 4.00
H -2.46 -2.66 5.97
H -3.50 -0.47 6.40
H -5.32 0.09 5.93
H -6.23 1.36 5.09
H -5.60 -0.03 4.17
H -3.80 3.28 3.52
H -4.44 1.87 2.58
H -5.45 2.75 3.71
H -2.81 2.88 5.72
H -4.54 3.03 6.11
H -3.58 1.71 6.81
H -1.75 3.06 3.89
H -1.19 4.45 1.59
C 6.58 1.73 -3.17
N 6.27 1.15 -1.88
C 6.90 1.80 -0.75
C 6.87 0.90 0.47
C 5.48 0.35 0.78
C 4.72 -0.06 -0.45
C 5.28 0.22 -1.74
C 4.74 -0.44 -2.87
C 3.58 -1.17 -2.77
C 2.77 -1.13 -1.58
C 1.45 -1.69 -1.52
C 0.99 -2.56 -2.59
C 0.56 -3.90 -2.37
C 0.36 -4.80 -3.41
C 0.40 -4.36 -4.76
N 0.03 -5.18 -5.79
C -0.13 -4.65 -7.12
C -0.66 -6.43 -5.54
C -0.08 -7.15 -4.33
C 0.04 -6.24 -3.11
C 0.79 -3.02 -5.00
C 1.03 -2.14 -3.96
C 3.46 -0.65 -0.42
H 5.95 1.31 -3.95
H 6.40 2.82 -3.15
H 7.63 1.56 -3.43
H 7.94 2.04 -1.04
H 6.39 2.76 -0.55
H 7.55 0.05 0.28
H 7.28 1.45 1.32
H 5.60 -0.50 1.46
H 4.89 1.09 1.34
H 5.28 -0.40 -3.82
H 3.29 -1.80 -3.60
H 0.96 -1.73 -0.56
H 0.43 -4.25 -1.34
H 0.82 -4.26 -7.50
H -0.45 -5.46 -7.78
H -0.87 -3.84 -7.17
H -1.74 -6.25 -5.37
H -0.57 -7.04 -6.45
H -0.72 -8.02 -4.10
H 0.91 -7.54 -4.60
H 0.80 -6.69 -2.44
H -0.90 -6.26 -2.54
H 0.93 -2.68 -6.03
H 1.30 -1.10 -4.20
H 2.99 -0.81 0.56
*
```



The energy above the lowest of the compared OMol25 structures with the same formula, charge and spin results, record by record, are as follows: 111.2, 5.6, 18.8 kcal/mol.
The electronic energy results, record by record, are as follows: -29399.5097, -151201.6146, -68352.6944 eV.